Entry 1:
Molecular formula: C59H81Br9N7O17
Method: DFT, ωB97M-V with the def2-TZVPD basis set

Summary:
- HOMO level (hartree) = -0.34074
- largest force on an atom (eV/A) = 6.19
- 2S+1 = 1
- HOMO-LUMO gap (hartree) = 0.2327
- net charge = +1

```
173
Properties=species:S:1:pos:R:3:lowdin_charge:R:1
C 1.7280 0.4952 -2.6696 -0.068
C 2.2397 0.7620 -1.2028 -0.257
C 1.9296 -0.2806 -0.1456 -0.197
C 0.4818 -0.8519 -0.0768 -0.079
N 0.2794 -1.8516 1.1308 -0.132
C 0.9908 -3.2415 0.9376 -0.073
C 0.2501 -4.2051 1.8393 -0.137
C -1.1643 -3.6225 2.0492 -0.145
C -1.1961 -2.3754 1.1564 -0.070
C 0.6475 -1.1539 2.5228 -0.016
C -0.0901 0.2577 2.5797 -0.172
C -0.1790 0.9505 3.9763 -0.067
H 0.8381 -0.1259 -2.7715 0.042
H 2.5136 -0.0313 -3.2115 0.004
H 1.4406 1.4040 -3.1984 0.064
H 1.7523 1.6807 -0.8766 0.084
H 3.2767 1.0980 -1.2054 0.033
H 2.2195 0.0737 0.8436 0.073
H 2.4800 -1.1756 -0.4357 0.080
H 0.3441 -1.4638 -0.9682 0.111
H -0.2586 -0.0524 -0.1052 0.101
H 2.0511 -3.1935 1.1853 0.122
H 0.9262 -3.4434 -0.1316 0.117
H 0.8331 -4.2363 2.7597 0.097
H 0.1372 -5.2461 1.5364 0.117
H -1.2653 -3.3484 3.0993 0.087
H -2.0172 -4.2985 1.9897 0.077
H -2.0457 -1.7545 1.4408 0.127
H -1.2968 -2.5826 0.0910 0.111
H 1.7324 -1.0572 2.5647 0.102
H 0.3298 -1.9293 3.2199 0.102
H -1.1244 0.2176 2.2382 0.091
H 0.2653 0.9342 1.8024 0.081
H 0.5710 1.7115 4.1921 0.050
H -0.0291 0.3162 4.8500 0.063
H -1.1404 1.4637 3.9993 0.046
C -6.3530 -4.2088 3.4021 -1.400
Br -7.2749 -5.9493 3.4758 0.571
Br -4.9830 -4.0176 1.9393 0.509
Br -5.3622 -3.5158 5.0913 0.507
H -7.1569 -3.5343 3.1075 -0.031
C 4.9361 -2.7761 -3.4368 -1.357
Br 6.5658 -2.7874 -4.6212 0.556
Br 3.1539 -2.5984 -4.3749 0.590
Br 5.1216 -1.4160 -1.9278 0.628
H 4.9683 -3.7880 -3.0328 -0.062
C 4.7701 2.7108 2.4565 -1.392
Br 4.8886 2.0982 4.3443 0.543
Br 2.9778 3.5396 2.0941 0.537
Br 5.0438 1.2060 1.1460 0.649
H 5.5922 3.3832 2.2112 -0.019
C 1.5220 4.9591 -7.9238 -0.017
C 0.8290 4.3638 -6.8536 -0.019
C 1.3324 4.5166 -5.5354 -0.323
C 2.4001 5.3336 -5.3236 -0.005
C 3.0659 5.9042 -6.4397 -0.007
C 2.7109 5.7724 -7.7903 -0.284
O 3.3116 6.4341 -8.8636 0.029
O 0.6587 3.9300 -4.4864 0.023
H 1.2058 4.7538 -8.9359 0.102
H -0.1609 3.9498 -6.9769 0.103
H 2.7751 5.5276 -4.3295 0.107
H 3.8859 6.5892 -6.2823 0.112
H 2.6239 6.8284 -9.4051 0.100
H -0.1713 3.5287 -4.7541 0.079
C -1.9414 -5.5104 5.5837 0.032
C -1.6861 -4.1076 5.6722 -0.030
C -0.4057 -3.5754 5.7203 -0.324
C 0.6967 -4.4470 5.6187 -0.026
C 0.4773 -5.8086 5.4321 -0.045
C -0.7913 -6.3349 5.4510 -0.326
O -0.9786 -7.6745 5.2271 0.052
O -0.2172 -2.2163 5.9227 0.017
H -2.9184 -5.9354 5.7604 0.111
H -2.5705 -3.4890 5.6328 0.051
H 1.7199 -4.1092 5.6922 0.114
H 1.3285 -6.4732 5.4207 0.117
H -0.0836 -7.9839 5.3846 0.091
H 0.6574 -1.9396 6.2060 0.103
C -0.5726 -3.6769 -3.2380 0.026
C -0.6683 -2.3875 -3.8843 -0.007
C -1.7247 -1.6019 -3.5421 -0.428
C -2.7662 -2.0845 -2.7757 0.034
C -2.7426 -3.4396 -2.2867 0.017
C -1.6092 -4.2043 -2.4141 -0.387
O -1.5106 -5.3043 -1.7415 0.093
O -1.7915 -0.3483 -3.9402 0.027
H 0.3782 -4.1537 -3.4253 0.065
H 0.1334 -2.0146 -4.5046 0.090
H -3.5846 -1.4203 -2.5403 0.119
H -3.5769 -3.7885 -1.6962 0.116
H -0.6116 -5.6397 -1.7729 0.068
H -1.9678 -0.4272 -4.8805 0.145
C 2.4766 -6.1649 -3.4705 -0.037
C 3.6820 -6.4298 -4.0330 -0.049
C 4.8955 -6.6059 -3.3511 -0.303
C 4.8732 -6.5447 -1.9558 -0.004
C 3.6220 -6.4094 -1.3484 -0.014
C 2.4202 -6.1578 -2.0472 -0.266
O 1.2315 -6.0863 -1.2941 -0.026
O 6.1317 -6.6834 -3.9710 0.047
H 1.5760 -5.9538 -4.0280 0.111
H 3.7291 -6.4399 -5.1119 0.122
H 5.7288 -6.4749 -1.3004 0.121
H 3.4264 -6.2216 -0.3030 0.113
H 0.7605 -6.8609 -0.9783 0.117
H 5.9592 -6.7126 -4.9149 0.102
C -1.8647 2.8871 -0.2023 -0.018
C -2.3273 4.1813 0.0176 -0.022
C -2.7362 4.9323 -1.0943 -0.320
C -2.7222 4.3091 -2.3079 -0.014
C -2.2606 3.0262 -2.5075 -0.026
C -1.9265 2.2776 -1.4595 -0.325
O -1.6203 0.9701 -1.6777 0.031
O -3.1312 6.2339 -0.8766 0.047
H -1.4579 2.3269 0.6266 0.106
H -2.3100 4.5890 1.0175 0.106
H -3.2428 4.8519 -3.0829 0.123
H -2.2309 2.6161 -3.5062 0.123
H -1.7167 0.6382 -2.5733 0.038
H -3.4066 6.6627 -1.6902 0.105
C -7.2430 2.2473 -0.1655 0.005
C -7.2562 0.8588 -0.3810 0.008
C -6.1161 0.0351 -0.2131 -0.360
C -5.0104 0.6133 0.2832 -0.033
C -4.8802 1.9661 0.4533 0.002
C -6.0312 2.7409 0.2441 -0.368
O -6.0627 4.0451 0.4691 0.059
O -6.1396 -1.2950 -0.4694 0.018
H -8.1327 2.8341 -0.3400 0.123
H -8.2413 0.4479 -0.5461 0.111
H -4.2140 -0.1089 0.3862 0.114
H -4.0485 2.5471 0.8236 0.088
H -5.2020 4.3602 0.7548 0.089
H -6.6058 -1.4104 -1.3006 0.106
C 2.8060 4.4014 -1.6820 -0.054
C 2.0859 5.4786 -1.2095 -0.013
C 2.7891 6.6285 -0.7902 -0.356
C 4.1908 6.6249 -0.6689 0.007
C 4.8911 5.5278 -1.2142 -0.001
C 4.1884 4.4487 -1.7573 -0.373
O 4.9545 3.4926 -2.2492 0.058
O 2.0528 7.7461 -0.7546 0.039
H 2.3226 3.4663 -1.9239 0.093
H 1.0326 5.2602 -1.1136 0.115
H 4.6998 7.5128 -0.3239 0.113
H 5.9662 5.4756 -1.1261 0.115
H 4.6204 2.5927 -2.2609 0.094
H 1.6631 7.9337 0.1024 0.110
C 5.4103 -1.6213 2.2779 -0.873
O 4.1954 -1.7736 2.4783 -0.022
N 6.2756 -1.3176 3.1707 0.170
N 5.9815 -1.8528 1.1196 0.107
H 7.2443 -1.5944 3.2421 0.129
H 5.8796 -1.0821 4.0695 0.106
H 5.3680 -2.2619 0.4294 0.010
H 6.9678 -1.9165 0.9116 0.118
C -5.8925 1.8371 4.1399 -0.826
O -6.8383 1.1860 4.4495 0.052
N -5.8747 3.0544 3.7133 0.192
N -4.7304 1.3817 4.5353 0.164
H -6.7504 3.5135 3.5072 0.128
H -5.0020 3.5558 3.7975 0.077
H -4.6892 0.3773 4.6340 0.107
H -3.8975 1.8221 4.1714 0.050
C -2.2529 4.4358 4.2558 -0.696
O -2.6965 3.3609 3.7890 -0.040
N -1.1400 4.4837 4.9506 0.192
N -2.7730 5.5696 3.8645 0.182
H -0.9423 5.3620 5.4082 0.118
H -0.5192 3.6879 4.9905 0.108
H -3.6295 5.6316 3.3327 0.120
H -2.3329 6.4485 4.0966 0.118
```


Entry 2:
Molecular formula: C5H7N2
Method: DFT, ωB97M-V with the def2-TZVPD basis set

Summary:
- structure (SMILES) = C[C@@H]1C#[N+]CC=N1
- HOMO level (hartree) = -0.57467
- largest force on an atom (eV/A) = 4.52
- 2S+1 = 1
- HOMO-LUMO gap (hartree) = 0.3541
- net charge = +1
- energy above the lowest of the compared OMol25 structures with the same formula, charge and spin (kcal/mol) = 105.8

```
14
Properties=species:S:1:pos:R:3:nbo_charge:R:1
C -2.0502 -0.3332 0.3678 -0.620
C -0.9665 -0.1196 -0.6469 -0.071
C 0.1754 -1.1953 -0.4225 0.545
N 1.3286 -1.1173 -0.1314 -0.287
C 2.0308 0.0370 0.2452 -0.311
C 1.0739 1.1658 -0.0923 0.180
N -0.1089 0.9843 -0.4244 -0.282
H -2.7338 0.5979 0.5052 0.280
H -1.5654 -0.7818 1.2229 0.235
H -2.6090 -1.1058 -0.1044 0.247
H -1.2756 -0.1628 -1.7435 0.289
H 3.0529 -0.1003 -0.1312 0.285
H 2.1140 0.0455 1.2817 0.264
H 1.5339 2.0856 0.0737 0.248
```


Entry 3:
Molecular formula: C18H50AsF6O7
Method: DFT, ωB97M-V with the def2-TZVPD basis set

Summary:
- HOMO level (hartree) = -0.29775
- largest force on an atom (eV/A) = 2.54
- 2S+1 = 1
- HOMO-LUMO gap (hartree) = 0.3839
- net charge = -1
- energy above the lowest of the compared OMol25 structures with the same formula, charge and spin (kcal/mol) = 90.2

```
82
Properties=species:S:1:pos:R:3:lowdin_charge:R:1
As -0.2733 1.0060 -0.8310 0.843
F -0.8210 0.7825 -2.5174 -0.309
F 1.0823 -0.0979 -1.2130 -0.310
F 0.1336 1.0851 0.9185 -0.309
F -1.7364 1.9568 -0.5262 -0.298
F -1.2420 -0.4004 -0.4137 -0.310
F 0.7030 2.3949 -1.4118 -0.302
C -6.3505 -1.0174 0.2222 -0.110
C -6.3283 -0.5393 -1.2000 -0.339
O -5.9962 0.8356 -1.2870 -0.072
H -6.8761 -0.3277 0.8826 0.070
H -5.3905 -0.9277 0.7307 0.073
H -6.8083 -2.0060 0.2547 0.074
H -7.3349 -0.6245 -1.6093 0.110
H -5.5910 -1.1679 -1.6994 0.111
H -5.1398 0.8711 -0.8546 0.079
C 1.1942 7.5447 -0.1230 -0.100
C -0.2795 7.6381 -0.2895 -0.355
O -0.9046 7.4353 0.9523 -0.081
H 1.5368 6.6085 0.3179 0.081
H 1.4977 8.3908 0.4935 0.075
H 1.6261 7.6681 -1.1162 0.074
H -0.6319 6.9549 -1.0623 0.112
H -0.6175 8.6344 -0.5743 0.112
H -0.7489 6.5409 1.2644 0.084
C 4.0970 0.5483 -6.6393 -0.107
C 4.7180 1.1927 -5.3867 -0.313
O 4.0977 2.4408 -5.2373 -0.083
H 4.4726 -0.4463 -6.8797 0.060
H 4.2957 1.1056 -7.5547 0.066
H 3.0243 0.3667 -6.5727 0.070
H 5.7549 1.3335 -5.6920 0.102
H 4.5426 0.5436 -4.5288 0.115
H 3.5599 2.6189 -4.4623 0.090
C 0.4493 -4.1468 -4.9117 -0.044
C 0.3404 -5.2495 -5.9916 -0.544
C 0.0267 -6.6133 -5.4761 -0.064
O -0.5578 -4.8470 -6.9655 -0.057
H 1.3342 -4.3925 -4.3244 0.075
H -0.3916 -4.0656 -4.2230 0.081
H 0.5819 -3.2463 -5.5115 0.080
H 1.2769 -5.1926 -6.5465 0.135
H 0.1174 -7.3250 -6.2966 0.078
H -0.9799 -6.6059 -5.0581 0.083
H 0.6990 -6.9113 -4.6715 0.079
H -1.4665 -4.6239 -6.7507 0.097
C -4.9245 1.7109 5.9552 -0.052
C -3.5076 2.3442 5.8754 -0.481
C -3.1813 3.1119 4.5577 -0.040
O -3.3255 3.0522 7.0903 -0.066
H -4.9720 0.9650 5.1619 0.070
H -5.7233 2.4395 5.8163 0.078
H -5.0351 1.1569 6.8874 0.071
H -2.7477 1.5683 5.9681 0.121
H -3.6364 2.5499 3.7421 0.072
H -2.1460 2.8221 4.3777 0.068
H -3.3453 4.1841 4.4510 0.078
H -2.3864 3.2510 7.0982 0.082
C 7.0809 -0.9384 2.4588 -0.048
C 5.6671 -0.3846 2.0821 -0.460
C 5.7180 1.0256 1.4862 -0.072
O 5.1466 -1.1723 1.0047 -0.078
H 7.5496 -0.4292 3.3009 0.068
H 7.7115 -0.9952 1.5715 0.078
H 7.1425 -1.9457 2.8706 0.063
H 4.8796 -0.3264 2.8335 0.126
H 4.7089 1.4256 1.3878 0.082
H 6.1543 0.8532 0.5023 0.080
H 6.4357 1.6807 1.9800 0.072
H 4.3364 -0.7961 0.6530 0.086
C 0.1861 -3.9481 3.1836 -0.057
C -1.3333 -4.0626 3.4528 -0.526
C -1.7966 -2.8873 4.2381 -0.072
O -1.9959 -4.1267 2.2338 -0.041
H 0.6747 -4.6819 2.5425 0.073
H 0.7997 -4.0106 4.0823 0.071
H 0.3499 -3.0014 2.6688 0.083
H -1.5549 -4.9926 3.9763 0.134
H -1.1511 -2.6040 5.0695 0.082
H -2.8081 -3.0144 4.6239 0.075
H -2.0381 -2.0825 3.5439 0.086
H -1.6276 -3.4644 1.6444 0.092
```


Entry 4:
Molecular formula: C3H5NO2
Method: DFT, ωB97M-V with the def2-TZVPD basis set

Summary:
- structure (SMILES) = O=C1NCCO1
- HOMO level (hartree) = -0.38060
- largest force on an atom (eV/A) = 0.53
- 2S+1 = 1
- HOMO-LUMO gap (hartree) = 0.4064
- net charge = 0
- energy above the lowest of the compared OMol25 structures with the same formula, charge and spin (kcal/mol) = 12.5

```
11
Properties=species:S:1:pos:R:3:nbo_charge:R:1
O -0.8773 -0.7184 2.3838 -0.555
C -0.4790 -0.4615 1.2862 0.872
N -1.0937 0.3830 0.3274 -0.663
C -0.0449 0.7609 -0.6107 -0.255
C 0.9648 -0.3883 -0.4906 -0.088
O 0.6791 -0.9641 0.7836 -0.491
H -1.8639 -0.1194 -0.0995 0.392
H -0.4342 0.9108 -1.6189 0.213
H 0.4004 1.7027 -0.2731 0.198
H 2.0027 -0.0599 -0.4564 0.197
H 0.8457 -1.1392 -1.2790 0.180
```